No. 1
Computed, not measured: C5H6O2 as an isolated structure at a distorted geometry, with the ωB97M-V functional and the def2-TZVPD basis.

Results
Multiplicity: 1
HOMO-LUMO gap (alpha / beta), eV: 8.1 / 8.1
Maximum force, eV/Å: 2.9
Energy, Eh: -344.3453
HOMO level (alpha / beta), Eh: -0.315 / -0.315

Element x y z (Å)
C (-0.45, 0.13, -0.35)
C (-0.09, 0.86, 0.92)
C (-0.23, 0.45, 2.15)
O (-1.06, 1.03, -1.24)
O (-1.17, -1.05, -0.16)
C (1.01, -0.06, -0.82)
C (1.76, -0.85, -1.40)
H (-1.06, 0.63, -2.12)
H (-1.99, -1.02, -0.67)
H (1.26, 0.92, 0.18)
H (0.12, 1.04, 2.99)
H (-0.54, -0.57, 2.38)
H (2.43, -1.53, -1.86)

No. 2
Computed, not measured: C5H6O2 as an isolated structure, with the ωB97M-V functional and the def2-TZVPD basis.

Results
Multiplicity: 1
HOMO-LUMO gap, eV: 10.0
Maximum force, eV/Å: 0.6
Energy, Eh: -344.4485
HOMO level, Eh: -0.342

Element x y z (Å)
C (-1.50, -0.67, -0.04)
C (-0.27, 0.09, 0.36)
C (-0.10, 1.53, 0.42)
C (0.94, 0.32, -0.54)
C (1.63, -0.56, 0.48)
O (2.70, -1.09, 0.57)
O (0.58, -0.62, 1.33)
H (-2.23, -0.65, 0.78)
H (-1.25, -1.72, -0.25)
H (-1.96, -0.22, -0.92)
H (1.21, 1.44, -0.16)
H (-0.70, 1.94, -0.42)
H (0.94, 0.20, -1.62)

No. 3
Computed, not measured: one molecule with the formula C5H6O2S at a distorted geometry, with the ωB97M-V functional and the def2-TZVPD basis.

Results
Multiplicity: 1
HOMO-LUMO gap, eV: 9.5
Maximum force, eV/Å: 2.0
Energy, Eh: -742.7568
HOMO level, Eh: -0.348

Element x y z (Å)
C (0.92, 0.07, 0.55)
C (0.29, 1.43, 0.31)
C (-0.94, 1.30, -0.20)
C (-1.33, -0.08, -0.32)
C (-0.33, -0.88, 0.56)
H (1.31, -0.21, -1.73)
H (1.52, 0.16, 1.44)
H (0.88, 2.36, 0.40)
H (-1.65, 2.06, -0.55)
H (-0.80, -0.79, 1.56)
H (0.31, -2.29, -0.54)
O (-2.15, -0.57, -1.04)
O (-0.20, -2.22, 0.28)
S (2.18, -0.34, -0.71)

- Which of these has the highest maximum force?
  number 1

What did the first record say?
Computed, not measured: C5H6O2 as an isolated structure at a distorted geometry, with the ωB97M-V functional and the def2-TZVPD basis.

Results
Multiplicity: 1
HOMO-LUMO gap (alpha / beta), eV: 8.1 / 8.1
Maximum force, eV/Å: 2.9
Energy, Eh: -344.3453
HOMO level (alpha / beta), Eh: -0.315 / -0.315

Element x y z (Å)
C (-0.45, 0.13, -0.35)
C (-0.09, 0.86, 0.92)
C (-0.23, 0.45, 2.15)
O (-1.06, 1.03, -1.24)
O (-1.17, -1.05, -0.16)
C (1.01, -0.06, -0.82)
C (1.76, -0.85, -1.40)
H (-1.06, 0.63, -2.12)
H (-1.99, -1.02, -0.67)
H (1.26, 0.92, 0.18)
H (0.12, 1.04, 2.99)
H (-0.54, -0.57, 2.38)
H (2.43, -1.53, -1.86)

- multiplicity of number 1 (C5H6O2)?
  1

- Which of these has the highest maximum force?
  number 1